No. 1
Formula: C3H6BrOP
Source: OMol25
Level of theory: wB97M-V/def2-TZVPD

Geometry as XYZ:
```
12
Properties=species:S:1:pos:R:3:forces:R:3
C 0.4382 -0.0271 -1.3464 3.06 0.44 -2.68
C 0.8060 -0.4945 0.0006 0.50 -0.61 2.28
C -0.3432 -0.1056 0.9361 -1.70 -2.73 -2.62
O -2.2952 1.6930 1.1594 -1.54 0.30 0.11
P -0.8535 1.6660 1.0090 1.12 -0.16 -0.16
Br -0.1472 -0.4650 2.7758 0.17 -0.34 0.58
H -0.3883 -0.4475 -1.8359 -1.13 -1.32 -0.35
H 0.1388 0.9958 -1.2684 0.08 1.08 -0.05
H 1.3391 -0.0389 -2.1298 -1.84 -0.04 1.77
H 1.1884 -1.5036 0.2228 -1.16 -0.43 -0.82
H 1.7490 -0.0721 0.3287 0.13 1.37 0.12
H -1.6321 -1.2004 0.1480 2.31 2.43 1.83
```
Forces are in eV/Å.

As for the net charge: 0. The calculation puts the HOMO energy (spin up / spin down) at -9.4 / -9.4 eV. The calculation puts the total energy at -84583.2441 eV. The value obtained for the largest force on an atom is 4.2 eV Å⁻¹.

Atomic partial charges in e from the Mulliken method, atoms 1 to 8:
1. C -1.11
2. C -0.35
3. C -0.19
4. O -0.40
5. P 0.28
6. Br -0.10
7. H 0.38
8. H 0.31

No. 2
Formula: C3H6CdMgO4S
Source: OMol25
Level of theory: wB97M-V/def2-TZVPD

Geometry as XYZ:
```
16
Properties=species:S:1:pos:R:3:forces:R:3
Cd -0.5805 -1.0041 -1.1487 -2.71 -1.33 -0.04
S -0.1695 1.9033 -1.1172 -0.33 -0.85 0.26
O -0.9209 2.1980 0.3305 0.27 -0.30 0.37
O -1.0104 0.7623 -1.8975 0.08 3.47 -0.60
O 1.2556 -1.4707 -0.9152 3.17 -1.12 0.65
C 1.7945 -1.8243 0.3029 0.60 0.11 -0.49
C 0.8904 -1.9112 1.5294 -0.04 -0.53 0.15
O -0.0552 -0.8433 1.6297 0.29 0.60 0.51
C -1.3323 -1.1035 0.8678 -1.13 -0.35 1.19
Mg 0.2682 1.0658 1.3106 -0.73 0.11 -1.73
H 2.5730 -1.0643 0.5429 0.13 -0.27 0.08
H 2.2757 -2.8236 0.2319 0.17 0.37 0.24
H 1.5041 -1.8465 2.4402 -0.08 -0.21 -0.24
H 0.3333 -2.8599 1.5462 -0.02 0.32 0.04
H -1.9808 -0.2767 1.2141 0.15 -0.26 -0.33
H -1.7522 -2.0123 1.3284 0.17 0.23 -0.08
```
Forces are in eV/Å.

As for the net charge: 0. The calculation puts the HOMO energy at -7.0 eV. The calculation puts the total energy at -32239.1005 eV. The value obtained for the largest force on an atom is 3.5 eV Å⁻¹.

Atomic partial charges in e from the Mulliken method, atoms 1 to 8:
1. Cd 0.99
2. S 0.20
3. O -0.60
4. O -0.73
5. O -0.89
6. C -0.28
7. C -0.50
8. O -0.49

No. 3
Formula: C3H6Cl2OS
Source: OMol25
Level of theory: wB97M-V/def2-TZVPD

Geometry as XYZ:
```
13
Properties=species:S:1:pos:R:3:forces:R:3
C 1.3055 -0.4162 -0.6021 0.80 0.36 -0.58
C 0.9630 -0.0062 0.8419 -0.13 4.84 -3.97
C -1.6705 -0.1798 -0.3066 -2.21 -0.25 -4.42
O -0.5094 2.2084 0.6196 -0.32 2.19 -1.55
S -0.6423 0.8446 1.1146 2.94 -0.99 4.08
Cl -1.8905 -1.7983 0.2203 0.41 -0.37 0.10
Cl -3.1599 0.7203 -0.2786 -0.54 0.16 -0.06
H 0.5869 -1.1606 -0.9776 0.57 0.28 -0.21
H 1.3854 0.5149 -1.2790 -0.56 -1.43 1.04
H 2.3614 -0.8311 -0.6335 -1.30 0.19 0.20
H 1.6586 0.7991 1.0665 0.15 -0.13 0.60
H 0.8691 -0.6545 1.5620 0.40 -4.26 3.62
H -1.2574 -0.0406 -1.3477 -0.20 -0.61 1.16
```
Forces are in eV/Å.

As for the net charge: 0. The calculation puts the HOMO energy (spin up / spin down) at -5.4 / -10.0 eV. The spin multiplicity is 3. The calculation puts the total energy at -41129.9504 eV. The value obtained for the largest force on an atom is 6.3 eV Å⁻¹. Its expectation value of S² is 2.0105.

Atomic partial charges in e from the Mulliken method, atoms 1 to 8:
1. C -0.97
2. C -0.60
3. C -0.25
4. O -0.38
5. S 0.28
6. Cl -0.10
7. Cl -0.15
8. H 0.29

No. 4
Formula: C3H6Cl2OSi
Source: OMol25
Level of theory: wB97M-V/def2-TZVPD

Geometry as XYZ:
```
13
Properties=species:S:1:pos:R:3:forces:R:3
C -0.9679 -2.2002 1.8939 -0.37 -0.37 0.15
C -0.3421 -1.0455 1.6630 -0.90 1.34 -1.52
C 0.9803 2.2955 -1.7852 -2.50 0.41 1.75
O -0.3656 1.0292 -0.0623 0.20 0.90 -1.05
Si -1.2907 0.5652 1.1788 2.53 -0.55 0.56
Cl -0.9287 1.6762 3.0000 -0.47 -0.17 -1.07
Cl -3.2889 0.2007 1.0311 -0.21 0.31 -0.18
H -0.4827 -3.0876 2.2935 0.33 -0.03 -0.37
H -2.0725 -2.3808 1.7348 1.23 0.79 0.44
H 0.7246 -0.7460 1.4442 -0.88 -1.20 1.18
H 1.7127 2.0999 -1.0676 1.22 -0.78 0.61
H 0.7324 1.7440 -2.6550 0.04 -0.79 -0.41
H 0.5270 3.2668 -1.6725 -0.21 0.14 -0.09
```
Forces are in eV/Å.

As for the net charge: 0. The calculation puts the HOMO energy (spin up / spin down) at -9.0 / -9.0 eV. The calculation puts the total energy at -38176.7794 eV. The value obtained for the largest force on an atom is 3.1 eV Å⁻¹.

Atomic partial charges in e from the Mulliken method, atoms 1 to 8:
1. C -0.53
2. C -0.24
3. C -0.12
4. O -0.41
5. Si 0.46
6. Cl -0.33
7. Cl -0.27
8. H 0.24

No. 5
Formula: C3H6Cl6
Source: OMol25
Level of theory: wB97M-V/def2-TZVPD

Geometry as XYZ:
```
15
Properties=species:S:1:pos:R:3:forces:R:3
Cl 3.1616 -1.5696 -0.4249 0.03 0.00 -0.05
C 2.7016 -2.9771 -1.4010 -0.09 -0.01 0.14
Cl 1.1115 -3.6077 -0.9619 0.00 0.02 0.01
H 2.6692 -2.6795 -2.4399 0.06 0.04 -0.04
H 3.4357 -3.7496 -1.2168 0.03 -0.04 -0.06
Cl -4.0592 1.7052 -1.1887 -0.02 -0.01 0.00
C -3.4605 1.7835 0.4792 -0.11 -0.12 -0.25
Cl -3.9311 0.3640 1.4224 0.04 0.02 0.02
H -2.3810 1.8230 0.4275 0.02 0.05 0.12
H -3.8990 2.6572 0.9403 0.07 0.06 0.07
Cl -0.2263 1.3399 2.1035 0.07 -0.03 0.04
C 1.0805 1.2327 0.9153 -0.15 0.04 -0.22
Cl 0.4709 1.3416 -0.7498 0.00 0.00 0.11
H 1.7560 2.0623 1.0740 0.05 0.00 0.04
H 1.5700 0.2742 1.0207 0.01 -0.03 0.06
```
Forces are in eV/Å.

As for the net charge: 0. The calculation puts the HOMO energy at -10.8 eV. The calculation puts the total energy at -78342.8670 eV. The value obtained for the largest force on an atom is 0.3 eV Å⁻¹. As for the SMILES: ClCCl.ClCCl.ClCCl.

Atomic partial charges in e from the Mulliken method, atoms 1 to 8:
1. Cl -0.14
2. C -0.25
3. Cl -0.14
4. H 0.26
5. H 0.28
6. Cl -0.17
7. C 0.16
8. Cl -0.15

No. 6
Formula: C3H6Cl6
Source: OMol25
Level of theory: wB97M-V/def2-TZVPD

Geometry as XYZ:
```
15
Properties=species:S:1:pos:R:3:forces:R:3
C 2.3630 1.8877 -0.1280 2.60 4.27 -0.83
Cl 1.7361 2.4575 -1.6639 -0.04 -0.05 -0.26
Cl 3.8034 2.8341 0.4043 -0.38 -0.21 -0.09
H 1.5565 1.9671 0.6010 1.04 2.19 -0.22
H 2.5935 0.8233 -0.1738 2.93 2.14 -1.67
C -2.8418 -0.9100 -0.5605 -0.32 0.66 -0.54
Cl -1.3131 -0.0210 -0.1945 -6.88 5.49 -5.31
Cl -4.2529 0.1400 -0.3705 -0.10 0.10 0.10
H -2.8239 -1.1843 -1.6152 0.27 -0.11 0.30
H -3.0356 -1.7642 0.0883 0.64 0.09 0.05
C 0.3276 -1.2369 0.6224 2.73 -4.14 2.76
Cl 0.7646 -2.3789 1.9601 0.70 -0.11 0.15
Cl 1.3551 0.2162 0.5501 -5.94 -8.08 2.98
H 0.5005 -1.7879 -0.3022 -0.10 0.12 0.12
H -0.7330 -1.0427 0.7825 2.85 -2.35 2.48
```
Forces are in eV/Å.

As for the net charge: 0. The calculation puts the HOMO energy at -9.2 eV. The calculation puts the total energy at -78335.7585 eV. The value obtained for the largest force on an atom is 10.5 eV Å⁻¹.

Atomic partial charges in e from the Mulliken method, atoms 1 to 8:
1. C -0.04
2. Cl -0.16
3. Cl -0.20
4. H 0.23
5. H 0.22
6. C -0.32
7. Cl -0.14
8. Cl -0.15